*A*
Computed, not measured: a 2-piece molecular cluster, C6H15NO3 overall, with ωB97M-V with the def2-TZVPD basis set.

As for the multiplicity: 1. Its HOMO-LUMO gap is 10.3 eV. As for the SMILES: CC(C)(C)OCC(=O)O.N.

CARTESIAN COORDINATES (ANGSTROEM)
C -4.77 3.75 6.05
C -5.59 3.12 4.93
C -6.86 2.47 5.45
C -5.91 4.14 3.83
O -4.78 2.14 4.24
C -4.36 0.98 4.90
C -3.58 0.18 3.87
N -5.31 0.31 2.08
O -3.07 -0.88 4.14
H -4.52 3.03 6.83
H -3.83 4.17 5.65
H -5.34 4.57 6.50
H -7.53 3.24 5.86
H -7.38 1.94 4.64
H -6.65 1.75 6.25
H -4.98 4.57 3.43
H -6.45 3.65 3.01
H -6.52 4.95 4.25
H -3.69 1.22 5.74
H -5.19 0.34 5.25
H -5.77 1.05 2.60
H -5.74 -0.10 1.27
H -4.30 0.93 1.72
O -2.86 1.21 2.84
H -3.22 2.06 3.15

And the Löwdin charges, in e, turn out to be: C -0.025; C -0.620; C -0.026; C -0.021; O -0.196; C -0.136; C -0.331; N 0.009; O 0.111; H 0.084; H 0.097; H 0.094; H 0.095; H 0.096; H 0.085; H 0.094; H 0.091; H 0.093; H 0.145; H 0.141; H -0.013; H 0.011; H 0.153; O -0.086; H 0.056

=====

*B*
Computed, not measured: a 3-piece molecular cluster, C6H15NO3 overall, with ωB97M-V with the def2-TZVPD basis set.

As for the multiplicity: 1. Its HOMO-LUMO gap is 10.0 eV. As for the SMILES: CN1CCC[C@H]1C=O.O.O.

CARTESIAN COORDINATES (ANGSTROEM)
C -1.58 -0.09 1.15
N -0.35 -0.45 0.42
C 0.88 0.16 1.03
C 1.46 1.17 0.01
C 0.97 0.66 -1.30
C -0.44 0.16 -0.93
C -1.17 -0.73 -1.91
O -2.35 -0.93 -1.77
H -1.47 -0.03 2.23
H -2.30 -0.89 0.99
H -2.05 0.84 0.84
H 1.50 -0.69 1.32
H 0.79 0.63 2.01
H 2.52 1.18 0.27
H 1.12 2.15 0.33
H 1.55 -0.15 -1.75
H 0.88 1.41 -2.08
H -0.95 1.13 -0.87
H -0.60 -1.31 -2.66
H 1.49 2.52 3.17
H 0.11 1.82 3.02
O 0.56 2.55 3.44
H 0.85 -1.96 -0.55
H 1.55 -3.33 -0.82
O 1.25 -2.52 -1.23

And the Löwdin charges, in e, turn out to be: C -0.079; N -0.145; C -0.174; C -0.160; C -0.151; C -0.306; C -0.193; O 0.070; H 0.082; H 0.082; H 0.091; H 0.114; H 0.071; H 0.117; H 0.112; H 0.105; H 0.122; H 0.141; H 0.125; H 0.040; H -0.009; O -0.053; H 0.003; H 0.045; O -0.052

=====

The most stable arrangement is *B*, and the next structure is 21.6 kJ/mol less stable.

=====

*A*
Computed, not measured: a 2-piece molecular cluster, C2H6N2O2S overall, with ωB97M-V with the def2-TZVPD basis set.

As for the multiplicity: 1. Its HOMO-LUMO gap (alpha / beta) is 7.6 / 9.3 eV.

CARTESIAN COORDINATES (ANGSTROEM)
C -0.27 0.56 0.58
C -0.05 -0.67 -0.29
N 2.82 -1.29 -0.05
N 0.92 -0.79 -1.22
O 4.74 0.16 0.90
O 3.23 1.04 -0.82
S 3.64 -0.02 0.00
H 0.39 0.56 1.40
H -0.22 1.56 0.13
H -1.24 0.41 1.01
H 0.16 -1.45 0.48
H -0.93 -1.26 -0.64
H 1.45 0.12 -1.52

And the Löwdin charges, in e, turn out to be: C -0.080; C -0.415; N -0.150; N 0.102; O -0.290; O -0.318; S 0.586; H 0.052; H 0.084; H 0.068; H 0.130; H 0.143; H 0.089

=====

*B*
Computed, not measured: a 2-piece molecular cluster, C2H6N2O2S overall, with ωB97M-V with the def2-TZVPD basis set.

As for the multiplicity: 1. Its HOMO-LUMO gap is 9.5 eV. As for the SMILES: N#CCN.OSO.

CARTESIAN COORDINATES (ANGSTROEM)
C -1.03 -1.23 0.03
C -1.58 -0.12 -0.76
N -0.59 -1.85 0.90
N -1.41 1.04 0.04
O 2.48 -1.05 -0.18
O 1.65 1.17 0.83
S 2.25 0.50 -0.51
H -2.60 -0.41 -0.91
H -1.04 -0.14 -1.72
H 1.65 -1.58 0.06
H 2.25 1.27 1.48
H -1.53 0.87 0.96
H -0.51 1.54 -0.21

And the Löwdin charges, in e, turn out to be: C -0.221; C -0.275; N 0.145; N 0.026; O -0.471; O -0.408; S 0.843; H 0.105; H 0.124; H 0.042; H -0.027; H 0.034; H 0.084

=====

The most stable arrangement is *B*, and the next structure is 388.8 kJ/mol less stable.

=====

*A*
Computed, not measured: C2H5Br2P as an isolated structure, with ωB97M-V with the def2-TZVPD basis set.

As for the multiplicity: 1. Its HOMO-LUMO gap (alpha / beta) is 7.4 / 7.9 eV.

CARTESIAN COORDINATES (ANGSTROEM)
C 0.51 -0.11 -1.19
C -0.17 1.09 0.89
P 0.02 -1.73 -0.94
Br 1.29 1.40 1.97
Br -1.49 0.04 1.63
H -0.14 0.46 -1.79
H 1.36 0.40 -0.71
H -0.52 2.03 0.52
H -1.33 -1.51 -0.66
H 0.48 -2.08 0.29

And the Löwdin charges, in e, turn out to be: C -0.390; C -1.260; P 0.723; Br 0.607; Br 0.616; H -0.004; H -0.008; H -0.031; H -0.133; H -0.119

=====

*B*
Computed, not measured: C2H5Br2P as an isolated structure, with ωB97M-V with the def2-TZVPD basis set.

As for the multiplicity: 1. Its HOMO-LUMO gap is 9.0 eV.

CARTESIAN COORDINATES (ANGSTROEM)
C -0.10 -0.47 -0.85
C -1.80 0.00 0.35
P 1.38 0.30 -0.09
Br -3.22 -1.12 -0.08
Br -2.18 1.87 0.00
H -0.41 -1.50 -0.66
H -0.60 0.11 -1.59
H -1.38 -0.23 1.24
H 1.39 -0.24 1.16
H 0.72 1.48 -0.11

And the Löwdin charges, in e, turn out to be: C -0.415; C -1.197; P 0.765; Br 0.630; Br 0.562; H 0.011; H -0.006; H -0.060; H -0.131; H -0.160

=====

*C*
Computed, not measured: C2H5Br2P in the gas phase, with ωB97M-V with the def2-TZVPD basis set.

As for the multiplicity: 1. Its HOMO-LUMO gap is 9.8 eV. As for the SMILES: CCP(Br)Br.

CARTESIAN COORDINATES (ANGSTROEM)
C -1.15 -0.45 -0.13
C -0.02 0.50 0.17
P 1.43 0.09 -0.84
Br 2.83 1.45 0.19
Br 1.87 -1.87 0.16
H -1.30 -0.59 -1.23
H -1.22 -1.36 0.35
H -1.97 0.09 0.16
H 0.13 0.64 1.34
H -0.59 1.49 -0.17

And the Löwdin charges, in e, turn out to be: C -0.247; C -0.681; P 0.133; Br 0.198; Br 0.208; H 0.092; H 0.030; H 0.033; H 0.112; H 0.122

=====

The most stable arrangement is *C*, and the next structure is 375.6 kJ/mol less stable.